Entry 1:
Molecular formula: C25H35KN4O4SSi
Method: DFT, the ωB97M-V functional and the def2-TZVPD basis

Cartesian coordinates (Å):
K: -0.255 2.280 -0.199
O: 4.167 3.588 -0.141
S: 3.692 2.219 -0.226
O: 4.739 1.208 -0.220
N: 2.472 1.913 0.735
C: 2.693 1.585 2.041
C: 3.933 1.507 2.671
C: 4.072 1.093 4.003
C: 2.995 0.740 4.771
C: 1.706 0.830 4.197
C: 0.545 0.480 4.922
C: -0.685 0.583 4.344
C: -0.754 1.070 3.023
N: 0.297 1.405 2.325
C: 1.538 1.272 2.861
C: 2.900 2.074 -1.829
C: 3.333 1.091 -2.702
C: 2.755 0.984 -3.959
C: 1.741 1.852 -4.340
C: 1.309 2.837 -3.459
C: 1.896 2.954 -2.208
H: 4.824 1.740 2.108
H: 5.071 1.044 4.422
H: 3.105 0.403 5.795
H: 0.657 0.127 5.943
H: -1.591 0.315 4.872
H: -1.717 1.171 2.531
H: 4.108 0.411 -2.375
H: 3.079 0.200 -4.632
H: 1.276 1.752 -5.313
H: 0.502 3.507 -3.728
H: 1.537 3.721 -1.532
N: -3.053 2.236 -0.554
N: -3.563 3.516 -0.259
C: -2.801 4.644 -0.745
O: -3.472 5.690 -0.845
O: -1.581 4.458 -0.943
H: -3.337 1.892 -1.466
H: -3.322 1.552 0.140
H: -4.538 3.655 -0.487
C: 0.428 -1.779 0.809
Si: -1.059 -1.299 -0.356
C: -2.476 -2.432 0.487
C: -3.014 -1.612 1.662
C: -3.638 -2.660 -0.481
C: -2.034 -3.786 1.042
C: -0.488 -2.226 -2.021
C: -1.451 -1.906 -3.164
C: -0.310 -3.741 -1.951
C: 0.863 -1.607 -2.382
H: 0.774 -2.815 0.720
H: 0.145 -1.617 1.857
H: 1.284 -1.123 0.627
H: -3.414 -0.655 1.320
H: -2.228 -1.395 2.393
H: -3.818 -2.155 2.183
H: -3.965 -1.718 -0.932
H: -4.503 -3.104 0.037
H: -3.363 -3.336 -1.295
H: -1.230 -3.678 1.773
H: -1.675 -4.450 0.255
H: -2.872 -4.296 1.546
H: -2.449 -2.315 -2.989
H: -1.083 -2.322 -4.115
H: -1.558 -0.825 -3.286
H: -1.263 -4.261 -1.819
H: 0.344 -4.032 -1.126
H: 0.143 -4.124 -2.880
H: 0.814 -0.514 -2.379
H: 1.175 -1.920 -3.391
H: 1.649 -1.900 -1.683

**LUMO**: 4.4 eV
**Gap between HOMO and LUMO**: 5.15 eV
**M**: 554.83 g/mol
**Energy relative to the best compared isomer or geometry (same formula, charge and spin)**: 16.67 kJ/mol
**Charge**: -2
**HOMO energy**: -0.77 eV

***

Entry 2:
Molecular formula: C25H35N3O3S
Method: DFT, the ωB97M-V functional and the def2-TZVPD basis

Cartesian coordinates (Å):
C: 4.938 3.485 -4.238
C: 3.908 2.468 -4.621
C: 2.555 2.741 -4.430
C: 1.593 1.813 -4.781
C: 1.984 0.606 -5.329
C: 3.318 0.317 -5.535
C: 4.278 1.250 -5.180
H: 5.323 1.029 -5.336
H: 3.584 -0.633 -5.973
S: 0.722 -0.602 -5.701
O: 1.342 -1.748 -6.308
O: -0.365 0.034 -6.388
N: 0.207 -0.942 -4.145
C: -1.207 -1.064 -3.896
H: -1.553 -2.099 -3.995
H: -1.716 -0.448 -4.634
H: -1.434 -0.702 -2.891
C: 1.072 -1.831 -3.398
C: 1.226 -1.329 -1.987
C: 1.977 -0.186 -1.734
C: 2.080 0.311 -0.451
C: 1.421 -0.313 0.606
C: 0.684 -1.466 0.360
C: 0.589 -1.962 -0.928
H: 0.015 -2.859 -1.112
H: 0.190 -1.976 1.170
C: 1.600 0.269 1.959
O: 2.623 0.830 2.308
N: 0.562 0.181 2.843
N: -0.659 -0.296 2.539
C: -1.626 -0.303 3.363
C: -2.913 -0.877 2.849
H: -2.874 -0.894 1.759
H: -3.740 -0.237 3.163
C: -3.175 -2.307 3.356
C: -2.100 -3.265 2.854
H: -2.289 -4.272 3.218
H: -2.094 -3.286 1.766
H: -1.117 -2.955 3.198
C: -4.556 -2.769 2.898
H: -4.759 -3.775 3.259
H: -4.612 -2.777 1.812
H: -5.332 -2.107 3.277
H: -3.157 -2.305 4.451
C: -1.618 0.199 4.783
H: -2.249 -0.460 5.383
H: -0.611 0.164 5.208
C: -2.165 1.634 4.901
C: -2.285 2.021 6.373
H: -2.944 1.337 6.902
H: -2.688 3.027 6.468
H: -1.309 1.998 6.854
C: -1.284 2.635 4.159
H: -1.198 2.376 3.106
H: -0.286 2.669 4.595
H: -1.712 3.633 4.227
H: -3.165 1.657 4.453
H: 0.744 0.612 3.751
H: 2.672 1.191 -0.245
H: 2.483 0.308 -2.550
H: 2.036 -1.833 -3.911
H: 0.675 -2.855 -3.404
H: 0.541 2.003 -4.639
H: 2.260 3.686 -3.998
H: 4.737 3.878 -3.244
H: 5.936 3.056 -4.252
H: 4.913 4.321 -4.937

**LUMO**: 0.6 eV
**Gap between HOMO and LUMO**: 9.62 eV
**M**: 457.64 g/mol
**Energy relative to the best compared isomer or geometry (same formula, charge and spin)**: 2.38 kJ/mol
**HOMO energy**: -9.01 eV

***

Entry 3:
Molecular formula: C25H35N3O4Ru
Method: DFT, the ωB97M-V functional and the def2-TZVPD basis

Cartesian coordinates (Å):
Ru: -0.266 0.028 -0.470
C: -2.959 1.089 -0.757
N: -1.775 1.704 -1.390
C: -1.667 1.260 -2.789
C: -0.522 1.885 -3.582
C: 0.764 2.156 -2.803
N: 1.152 1.036 -1.974
C: 2.396 0.854 -1.693
C: 2.917 -0.397 -1.260
C: 4.251 -0.544 -0.850
C: 4.813 -1.785 -0.697
C: 4.065 -2.918 -1.058
C: 2.765 -2.807 -1.480
C: 2.096 -1.550 -1.501
O: 0.841 -1.468 -1.769
C: -1.843 3.164 -1.251
C: -1.345 3.680 0.089
C: 0.079 3.236 0.431
N: 0.035 1.888 0.967
C: 0.268 1.762 2.225
C: -0.096 0.667 3.057
C: 0.308 0.665 4.402
C: -0.173 -0.259 5.293
C: -1.110 -1.202 4.847
C: -1.529 -1.220 3.541
C: -1.035 -0.296 2.580
O: -1.466 -0.322 1.370
H: -3.867 1.319 -1.327
H: -3.070 1.473 0.253
H: -2.842 0.011 -0.688
H: -2.598 1.470 -3.334
H: -1.532 0.176 -2.765
H: -0.830 2.831 -4.030
H: -0.306 1.201 -4.403
H: 0.648 3.056 -2.197
H: 1.553 2.370 -3.529
H: 3.129 1.631 -1.929
H: 4.842 0.344 -0.654
H: 5.830 -1.896 -0.350
H: 4.530 -3.894 -0.999
H: 2.204 -3.675 -1.801
H: -2.879 3.493 -1.390
H: -1.247 3.627 -2.034
H: -2.000 3.353 0.899
H: -1.384 4.770 0.049
H: 0.481 3.919 1.185
H: 0.729 3.282 -0.442
H: 0.687 2.620 2.760
H: 1.012 1.419 4.736
H: 0.139 -0.232 6.327
H: -1.523 -1.922 5.542
H: -2.265 -1.942 3.210
C: -2.868 -1.957 -1.476
O: -1.572 -1.931 -0.899
C: -1.433 -2.905 0.133
C: 0.032 -3.096 0.447
O: 0.524 -1.867 0.929
C: 1.684 -1.936 1.750
H: -3.088 -2.952 -1.871
H: -2.874 -1.246 -2.300
H: -3.637 -1.691 -0.743
H: -1.839 -3.865 -0.205
H: -1.972 -2.584 1.030
H: 0.553 -3.391 -0.465
H: 0.147 -3.880 1.201
H: 1.470 -2.509 2.656
H: 1.938 -0.913 2.020
H: 2.526 -2.391 1.222

**LUMO (spin up / spin down)**: -4.2 / -3.8 eV
**Gap between HOMO and LUMO (spin up / spin down)**: 6.31 / 6.72 eV
**Expectation value of S²**: 0.83
**M**: 542.64 g/mol
**Energy relative to the best compared isomer or geometry (same formula, charge and spin)**: 225.84 kJ/mol
**Charge**: +1
**HOMO energy (spin up / spin down)**: -10.51 / -10.49 eV
**2S+1**: 2

***

Entry 4:
Molecular formula: C25H35N4O9P
Method: DFT, the ωB97M-V functional and the def2-TZVPD basis

Cartesian coordinates (Å):
C: 1.723 -4.176 3.840
C: 3.031 -3.905 2.900
C: 2.559 -2.857 1.779
C: 3.708 -2.409 0.756
O: 3.233 -1.826 -0.490
C: 2.132 -0.948 -0.293
C: 0.637 -1.402 -0.466
C: -0.580 -0.489 -0.219
C: -0.356 0.980 0.232
C: 1.099 1.478 0.368
C: 2.352 0.559 0.116
C: 3.864 1.122 0.267
C: 3.961 2.434 1.188
C: 3.501 2.224 2.716
C: 4.336 3.321 3.589
C: 3.824 0.763 3.312
C: -1.660 1.851 0.517
O: -1.621 3.108 0.610
C: -3.076 1.114 0.744
C: -4.283 1.788 1.441
C: -5.675 1.085 1.637
P: -7.121 1.956 2.498
O: -7.475 1.109 3.742
O: -6.591 3.532 2.930
O: -8.543 1.991 1.541
C: -5.919 -0.363 1.121
C: -4.691 -1.056 0.433
O: -4.924 -2.399 -0.027
C: -3.313 -0.369 0.252
C: -2.050 -1.083 -0.433
O: -2.202 -2.114 -1.153
H: 1.568 -5.279 4.079
H: 0.791 -3.842 3.237
H: 1.720 -3.501 4.777
H: 3.808 -3.371 3.566
H: 3.461 -4.884 2.476
H: 2.095 -1.956 2.315
H: 1.746 -3.395 1.152
H: 4.277 -3.375 0.466
H: 4.481 -1.737 1.274
H: 0.465 -2.491 -0.766
H: 1.279 2.558 0.696
H: 4.271 1.429 -0.773
H: 4.539 0.277 0.627
H: 5.056 2.809 1.197
H: 3.282 3.243 0.718
H: 2.383 2.490 2.795
H: 3.849 3.409 4.617
H: 5.424 2.987 3.673
H: 4.332 4.356 3.073
H: 2.868 0.120 3.319
H: 4.103 0.909 4.420
H: 4.703 0.252 2.794
H: -4.223 2.858 1.864
H: -6.639 4.036 2.078
H: -8.292 2.066 0.590
H: -6.941 -0.868 1.239
H: -4.329 -3.005 0.470
C: 1.405 -0.662 -4.421
O: 1.568 0.413 -3.862
N: 0.857 -0.769 -5.656
N: 1.759 -1.842 -3.853
H: 0.715 -1.641 -6.132
H: 0.581 0.087 -6.112
H: 2.170 -1.804 -2.933
H: 1.634 -2.735 -4.294
C: -2.281 0.747 -7.125
O: -1.575 0.201 -7.961
N: -2.514 0.212 -5.904
N: -2.891 1.938 -7.346
H: -3.089 0.644 -5.204
H: -2.078 -0.673 -5.701
H: -2.742 2.370 -8.244
H: -3.473 2.401 -6.673

**LUMO**: -1.8 eV
**Gap between HOMO and LUMO**: 7.37 eV
**M**: 566.55 g/mol
**HOMO energy**: -9.12 eV

***

Entry 5:
Molecular formula: C25H36BBr39FO3
Method: DFT, the ωB97M-V functional and the def2-TZVPD basis

Cartesian coordinates (Å):
C: 3.739 -2.242 -0.108
C: 2.457 -1.694 0.188
C: 1.003 -1.013 0.651
B: 0.694 0.155 -0.494
C: -0.234 1.394 0.061
O: -1.413 0.988 0.845
C: -2.587 1.863 0.535
C: -3.441 1.047 -0.628
O: -4.373 1.892 -1.391
C: -4.246 1.687 -2.846
C: -4.998 0.349 -3.424
O: -5.642 -0.495 -2.405
C: -4.788 -1.700 -2.142
C: -5.078 -2.331 -0.640
C: 0.115 -0.607 -1.831
C: -0.411 0.385 -3.026
F: -0.964 -1.593 -1.573
H: 4.913 -2.258 -0.315
H: 0.161 -1.838 0.715
H: 1.062 -0.530 1.734
H: 1.765 0.629 -0.748
H: -0.544 2.122 -0.803
H: 0.448 2.041 0.797
H: -3.298 1.966 1.481
H: -2.282 2.951 0.222
H: -2.742 0.461 -1.372
H: -4.117 0.270 -0.026
H: -4.790 2.618 -3.355
H: -3.109 1.656 -3.176
H: -5.832 0.675 -4.214
H: -4.179 -0.322 -3.963
H: -4.964 -2.514 -2.993
H: -3.642 -1.424 -2.160
H: -4.380 -1.886 0.202
H: -4.921 -3.512 -0.597
H: -6.201 -2.030 -0.376
H: 1.029 -1.234 -2.274
H: -0.185 1.522 -2.868
H: 0.163 0.053 -4.019
H: -1.541 0.130 -3.217
C: 5.994 0.232 2.458
Br: 6.588 1.823 1.508
Br: 4.586 0.637 3.737
Br: 5.475 -1.189 1.235
H: 6.851 -0.136 3.031
C: -9.150 0.288 -3.075
Br: -9.928 2.065 -3.219
Br: -9.604 -0.827 -4.603
Br: -7.230 0.360 -2.776
H: -9.594 -0.185 -2.192
C: 7.316 -2.949 -2.981
Br: 7.305 -3.191 -4.911
Br: 8.505 -1.508 -2.439
Br: 5.521 -2.713 -2.271
H: 7.713 -3.872 -2.546
C: 10.324 -3.267 0.977
Br: 8.432 -2.816 0.998
Br: 11.185 -2.856 2.672
Br: 10.623 -5.114 0.442
H: 10.795 -2.634 0.217
C: -13.076 1.533 -0.673
Br: -14.968 1.984 -0.652
Br: -12.215 1.944 1.022
Br: -12.777 -0.314 -1.208
H: -12.605 2.166 -1.433
C: 2.619 4.560 -0.073
Br: 3.445 2.825 0.226
Br: 1.992 4.758 -1.904
Br: 1.209 4.923 1.218
H: 3.396 5.316 0.082
C: 7.324 4.194 4.416
Br: 8.274 5.821 3.931
Br: 8.309 3.142 5.722
Br: 5.508 4.566 5.007
H: 7.247 3.587 3.508
C: -4.447 3.471 4.398
Br: -5.479 2.145 3.418
Br: -3.274 2.647 5.714
Br: -3.475 4.659 3.205
H: -5.163 4.088 4.951
C: -9.148 6.321 -1.602
Br: -10.523 5.032 -1.122
Br: -7.462 5.453 -2.038
Br: -9.737 7.513 -3.023
H: -8.969 6.942 -0.718
C: 11.585 -5.130 6.139
Br: 9.692 -4.680 6.160
Br: 12.445 -4.720 7.834
Br: 11.883 -6.977 5.604
H: 12.055 -4.498 5.379
C: -7.615 -4.533 -6.063
Br: -6.930 -3.000 -5.080
Br: -9.533 -4.751 -5.822
Br: -7.125 -4.464 -7.945
H: -7.136 -5.423 -5.641
C: 15.553 -2.819 1.149
Br: 15.165 -0.941 1.473
Br: 14.925 -3.949 2.602
Br: 14.873 -3.412 -0.575
H: 16.643 -2.919 1.114
C: -1.436 -1.272 4.950
Br: -2.038 -1.835 3.188
Br: -1.724 -2.654 6.288
Br: 0.411 -0.663 4.924
H: -2.052 -0.414 5.239

**LUMO**: 0.7 eV
**Gap between HOMO and LUMO**: 6.47 eV
**M**: 3530.63 g/mol
**Charge**: -1
**HOMO energy**: -5.80 eV

***

Entry 6:
Molecular formula: C25H36BCrNO7S3
Method: DFT, the ωB97M-V functional and the def2-TZVPD basis

Cartesian coordinates (Å):
Cr: -0.300 -2.402 0.139
C: -2.852 -1.096 2.060
C: -3.319 -1.901 0.867
O: -2.322 -2.906 0.508
C: -2.891 -4.052 -0.124
C: -1.816 -4.825 -0.892
O: -0.545 -4.728 -0.262
C: -0.364 -5.631 0.830
C: 0.673 -5.049 1.752
O: 0.099 -3.859 2.243
C: 0.962 -2.992 2.963
C: 0.183 -1.711 3.137
O: -0.281 -1.287 1.873
H: -2.816 -1.749 2.939
H: -3.628 -0.349 2.259
H: -3.467 -1.270 -0.014
H: -4.243 -2.445 1.078
H: -3.663 -3.742 -0.834
H: -3.365 -4.662 0.651
H: -1.681 -4.407 -1.886
H: -2.118 -5.872 -0.993
H: -0.057 -6.608 0.445
H: -1.303 -5.738 1.381
H: 1.601 -4.837 1.210
H: 0.889 -5.755 2.563
H: 1.876 -2.817 2.388
H: 1.222 -3.426 3.935
H: 0.817 -0.941 3.583
H: -0.664 -1.885 3.810
C: 2.678 1.085 0.881
O: 2.141 -0.207 0.561
C: 2.867 -1.046 -0.163
S: 4.366 -0.713 -0.767
S: 2.045 -2.554 -0.463
H: 1.914 1.571 1.480
H: 2.871 1.645 -0.033
H: 3.613 0.973 1.430
S: -1.278 -1.863 -2.259
C: -0.350 -0.626 -2.964
N: 0.994 -0.606 -2.812
C: 1.819 0.311 -3.362
C: 1.312 1.301 -4.147
C: -0.080 1.339 -4.340
C: -0.895 0.403 -3.763
H: 1.401 -1.344 -2.223
H: 2.867 0.194 -3.123
H: 1.966 2.038 -4.587
H: -0.514 2.125 -4.946
H: -1.967 0.422 -3.894
C: 2.158 5.006 -0.541
C: 0.659 4.748 -0.746
C: -0.117 6.048 -0.493
C: 0.445 4.346 -2.205
C: 0.183 3.664 0.224
C: 0.271 3.898 1.593
C: -0.161 2.967 2.542
C: -0.691 1.781 2.088
O: -1.202 0.761 2.815
B: -1.458 -0.318 1.840
O: -1.353 0.315 0.493
C: -0.778 1.524 0.719
C: -0.349 2.441 -0.217
H: 2.507 5.792 -1.216
H: 2.736 4.102 -0.744
H: 2.371 5.319 0.481
H: 0.205 6.823 -1.193
H: 0.042 6.422 0.519
H: -1.189 5.887 -0.625
H: 0.776 5.155 -2.860
H: -0.608 4.148 -2.417
H: 1.021 3.453 -2.453
H: 0.681 4.835 1.949
H: -0.095 3.174 3.602
H: -0.449 2.204 -1.269

**LUMO (spin up / spin down)**: 0.0 / 0.0 eV
**Gap between HOMO and LUMO (spin up / spin down)**: 7.11 / 7.11 eV
**Expectation value of S²**: 6.02
**M**: 621.57 g/mol
**Energy relative to the best compared isomer or geometry (same formula, charge and spin)**: 19.32 kJ/mol
**HOMO energy (spin up / spin down)**: -7.14 / -7.15 eV
**2S+1**: 5